Entry 1:
{"formula": "C54H50I4N4OP2ReS", "method": "ωB97M-V/def2-TZVPD", "species": ["Re", "I", "C", "C", "C", "C", "C", "C", "C", "C", "C", "C", "C", "C", "C", "C", "C", "C", "I", "C", "C", "C", "N", "C", "C", "C", "C", "C", "C", "I", "C", "C", "C", "C", "C", "C", "N", "C", "C", "C", "C", "C", "N", "C", "C", "C", "C", "I", "C", "C", "C", "C", "N", "H", "H", "H", "H", "H", "H", "H", "H", "H", "H", "H", "H", "H", "H", "H", "H", "H", "H", "H", "H", "H", "H", "H", "H", "C", "P", "C", "C", "C", "P", "C", "C", "H", "H", "H", "H", "H", "H", "H", "H", "H", "H", "H", "H", "H", "H", "H", "H", "C", "C", "S", "O", "C", "C", "H", "H", "H", "H", "H", "H", "H", "H", "H", "H"], "coordinates": [[-0.26, -0.46, 0.21], [3.30, 8.60, 2.10], [2.59, 6.70, 1.69], [3.47, 5.63, 1.57], [2.99, 4.36, 1.30], [1.63, 4.13, 1.13], [0.75, 5.21, 1.29], [1.22, 6.48, 1.56], [1.08, 2.77, 0.86], [1.32, 1.77, 1.79], [2.06, 1.98, 2.99], [2.04, 0.82, 3.68], [1.27, -0.11, 2.93], [0.93, -1.36, 3.42], [1.55, -1.81, 4.70], [0.79, -1.87, 5.86], [1.35, -2.27, 7.06], [2.70, -2.62, 7.10], [3.55, -3.23, 8.90], [3.47, -2.56, 5.95], [2.90, -2.15, 4.76], [-0.03, -2.17, 2.84], [-0.77, -1.87, 1.71], [-1.72, -2.87, 1.63], [-2.85, -2.82, 0.85], [-3.86, -3.92, 0.95], [-4.05, -4.80, -0.11], [-4.99, -5.82, -0.02], [-5.75, -5.95, 1.13], [-7.17, -7.47, 1.27], [-5.57, -5.07, 2.20], [-4.63, -4.07, 2.10], [-3.15, -1.74, 0.04], [-4.41, -1.58, -0.62], [-4.33, -0.46, -1.38], [-3.02, 0.08, -1.19], [-2.30, -0.68, -0.28], [-2.59, 1.24, -1.83], [-1.42, 1.89, -1.48], [-1.05, 3.18, -1.97], [-0.04, 3.62, -1.19], [0.23, 2.60, -0.22], [-0.56, 1.49, -0.47], [-3.46, 1.83, -2.87], [-4.12, 3.04, -2.66], [-4.94, 3.58, -3.63], [-5.11, 2.91, -4.84], [-6.34, 3.72, -6.31], [-4.46, 1.71, -5.07], [-3.65, 1.17, -4.09], [-1.48, -3.87, 2.63], [-0.45, -3.43, 3.39], [0.82, 0.48, 1.75], [4.53, 5.80, 1.69], [3.69, 3.54, 1.23], [-0.32, 5.04, 1.20], [0.52, 7.30, 1.69], [2.50, 2.91, 3.29], [2.47, 0.62, 4.65], [-0.26, -1.60, 5.83], [0.75, -2.31, 7.95], [4.52, -2.83, 5.99], [3.52, -2.10, 3.87], [-3.47, -4.70, -1.01], [-5.13, -6.50, -0.85], [-6.17, -5.17, 3.09], [-4.49, -3.38, 2.93], [-5.25, -2.24, -0.49], [-5.09, -0.02, -1.99], [-1.53, 3.69, -2.78], [0.47, 4.57, -1.24], [-4.00, 3.55, -1.71], [-5.46, 4.51, -3.45], [-4.59, 1.19, -6.01], [-3.15, 0.22, -4.27], [-2.06, -4.76, 2.76], [-0.01, -3.90, 4.25], [1.93, -3.35, 0.74], [1.93, -1.69, 0.01], [3.43, -0.90, 0.63], [2.37, -2.09, -1.71], [1.13, -2.58, -2.41], [-0.28, -1.46, -2.08], [-0.19, -0.36, -3.53], [-1.66, -2.57, -2.47], [2.80, -3.89, 0.36], [1.02, -3.90, 0.47], [1.99, -3.32, 1.83], [4.29, -1.42, 0.20], [3.49, -0.95, 1.71], [3.43, 0.14, 0.31], [3.15, -2.85, -1.68], [2.77, -1.20, -2.19], [0.84, -3.58, -2.08], [1.26, -2.63, -3.49], [-0.51, -0.92, -4.41], [0.85, -0.06, -3.65], [-0.80, 0.53, -3.43], [-1.41, -3.08, -3.40], [-2.60, -2.04, -2.60], [-1.77, -3.31, -1.68], [5.05, 2.32, -0.73], [4.09, 2.86, -1.77], [3.24, 1.55, -2.66], [2.20, 0.91, -1.77], [2.35, 2.62, -3.84], [3.04, 2.62, -5.20], [5.66, 3.13, -0.33], [5.73, 1.58, -1.15], [4.51, 1.87, 0.10], [4.63, 3.39, -2.56], [3.34, 3.54, -1.36], [2.27, 3.62, -3.42], [1.35, 2.19, -3.87], [4.04, 3.04, -5.14], [2.47, 3.24, -5.89], [3.11, 1.62, -5.61]], "lumo_ev": [-6.3, -6.7], "relative_energy_kcal_mol": 0.00, "fmax_ev_per_a": 0.52, "homo_lumo_gap_ev": [5.93, 5.50], "spin_multiplicity": 2, "total_charge": 2}

***

Entry 2:
{"formula": "C11H20NSi", "method": "ωB97M-V/def2-TZVPD", "species": ["C", "C", "C", "C", "C", "C", "C", "C", "C", "C", "C", "N", "Si", "H", "H", "H", "H", "H", "H", "H", "H", "H", "H", "H", "H", "H", "H", "H", "H", "H", "H", "H", "H"], "coordinates": [[-1.65, -2.33, 0.14], [-0.73, -2.65, 1.22], [-1.17, -1.90, -1.02], [0.41, -1.62, 1.18], [0.29, -1.86, -1.19], [0.96, -1.16, 0.02], [-2.96, 1.11, 0.10], [2.59, 0.75, 1.79], [3.10, 0.70, -1.60], [-1.99, 2.06, 0.79], [-0.93, 2.57, 0.19], [-0.41, 2.10, -1.15], [2.24, 0.18, -0.04], [-2.77, -2.24, 0.35], [-0.39, -3.57, 0.89], [-1.78, -1.74, -1.89], [0.77, -1.24, 2.11], [0.67, -2.90, -1.26], [-2.81, 1.16, -1.04], [-4.01, 1.31, 0.32], [-2.76, 0.04, 0.28], [3.68, 0.69, 1.95], [2.35, 1.81, 1.95], [1.99, 0.13, 2.47], [2.69, 1.37, -2.34], [4.07, 1.31, -1.34], [3.56, -0.20, -2.18], [-1.24, -2.81, 2.22], [-2.40, 2.44, 1.76], [-0.16, 3.41, 0.56], [0.46, -1.30, -2.14], [-0.50, 2.91, -1.74], [-1.20, 1.45, -1.34]], "lumo_ev": -4.8, "relative_energy_kcal_mol": 47.04, "fmax_ev_per_a": 4.00, "homo_lumo_gap_ev": 7.22, "spin_multiplicity": 1, "total_charge": 1}

***

Entry 3:
{"formula": "CH2O4S2", "method": "ωB97M-V/def2-TZVPD", "species": ["C", "O", "O", "O", "O", "S", "S", "H", "H"], "coordinates": [[1.60, -0.34, -1.23], [3.57, -2.02, -0.44], [-1.74, 1.66, 2.00], [1.09, -1.65, -1.05], [-3.62, 0.72, 0.91], [2.27, -1.37, 0.02], [-2.12, 0.84, 0.82], [0.87, 0.27, -0.77], [-1.93, 1.89, -0.26]], "lumo_ev": 6.0, "relative_energy_kcal_mol": 60.35, "fmax_ev_per_a": 3.28, "homo_lumo_gap_ev": 5.89, "spin_multiplicity": 1, "total_charge": -2}

***

Entry 4:
{"formula": "CHClO2S", "method": "ωB97M-V/def2-TZVPD", "species": ["C", "O", "O", "S", "Cl", "H"], "coordinates": [[-0.74, -0.58, 1.05], [-1.68, -2.51, 2.36], [-0.26, 0.36, 0.41], [-0.80, -1.37, 2.45], [-2.23, -1.80, -0.46], [0.20, 0.14, -0.40]], "lumo_ev": -1.6, "relative_energy_kcal_mol": 68.69, "fmax_ev_per_a": 4.53, "homo_lumo_gap_ev": 8.38, "spin_multiplicity": 1, "total_charge": 0}

***

Entry 5:
{"formula": "Br6Hf", "method": "ωB97M-V/def2-TZVPD", "species": ["Hf", "Br", "Br", "Br", "Br", "Br", "Br"], "coordinates": [[0.03, 0.05, 0.02], [1.34, -0.26, -2.47], [-2.41, -0.23, -1.53], [-0.22, -2.78, 0.26], [-0.03, 2.99, -0.19], [2.53, -0.13, 1.29], [-1.24, 0.35, 2.63]], "lumo_ev": [1.8, -2.5], "relative_energy_kcal_mol": 1.91, "fmax_ev_per_a": 2.31, "homo_lumo_gap_ev": [8.23, 3.91], "spin_multiplicity": 2, "total_charge": -1}

***

Entry 6:
{"formula": "C3H7N4O", "method": "ωB97M-V/def2-TZVPD", "species": ["C", "C", "C", "N", "N", "N", "N", "O", "H", "H", "H", "H", "H", "H", "H"], "coordinates": [[0.24, -1.40, -0.03], [-1.81, 0.54, 0.20], [0.74, -0.09, 0.30], [-0.98, -1.67, -0.13], [-1.96, -0.79, 0.21], [-0.31, 0.89, -0.22], [2.03, 0.44, 0.12], [-2.63, 1.37, 0.34], [0.77, -2.33, -0.16], [-2.82, -1.33, 0.38], [-0.28, 1.93, -0.06], [-0.20, 0.75, -1.29], [2.34, 0.90, -0.85], [2.64, -0.34, 0.37], [2.24, 1.14, 0.83]], "lumo_ev": -4.2, "relative_energy_kcal_mol": 94.46, "fmax_ev_per_a": 3.41, "homo_lumo_gap_ev": 8.04, "spin_multiplicity": 1, "total_charge": 1}